The following is a quantum chemistry calculation of a cluster of 11 separate species, C44H121N11O11 in total at a distorted geometry, from the OMol25 dataset.

Computed properties:
**Molar mass**: 980.52 Da
**Frontier orbital gap**: 9.22 eV
**Charge**: 0
**HOMO level**: -8.62 eV

Structure (XYZ):
```
187
Properties=species:S:1:pos:R:3:forces:R:3:lowdin_charge:R:1
C 0.95195 4.09911 1.16726 1.289 -0.365 0.444 -0.04
C 2.23510 4.02426 2.11054 -1.527 0.408 -0.130 -0.38
C 2.10934 5.11801 3.17810 -0.620 -0.655 0.765 -0.17
O 0.83421 4.98314 3.85783 1.123 -0.424 -0.580 -0.25
C 0.63263 5.89613 4.90413 -0.119 -1.482 1.437 -0.12
N 2.39660 2.65201 2.63177 -0.795 0.052 1.122 0.04
H 0.07290 4.54550 1.62393 0.113 0.066 0.227 0.06
H 0.68745 3.11409 0.79328 -0.005 -0.304 0.147 0.06
H 1.24575 4.66260 0.29776 -0.129 0.490 -0.292 0.05
H 3.10310 4.32453 1.52432 0.108 -0.331 -0.019 0.10
H 2.18235 6.10657 2.70936 0.045 0.014 0.123 0.13
H 2.90177 4.96815 3.93788 -0.105 0.340 -0.311 0.13
H 0.49755 6.87268 4.49598 -0.574 0.920 -0.095 0.07
H 1.51262 5.96996 5.61500 -0.784 -0.350 -0.613 0.10
H -0.27313 5.46262 5.46405 1.255 1.195 -0.679 0.11
H 1.57479 2.47333 3.25844 0.857 0.065 -0.841 0.09
H 3.20603 2.55192 3.26302 -0.315 0.368 -0.489 0.08
C -0.35854 -2.30086 -3.49797 0.705 1.282 -1.779 -0.04
C 0.95117 -1.54572 -3.43639 0.544 0.046 1.512 -0.43
C 2.13623 -2.38927 -3.93545 -0.338 1.165 -1.179 -0.20
O 3.32399 -1.65322 -3.77069 1.136 -0.040 1.002 -0.21
C 4.15463 -2.08237 -2.67012 0.310 -0.119 -1.051 -0.09
N 0.86126 -0.14357 -3.93627 0.512 -1.154 0.899 0.07
H -0.23667 -3.27896 -3.10636 -0.047 -0.655 0.305 0.03
H -0.59938 -2.34113 -4.56740 -0.499 -0.364 0.133 0.09
H -1.09948 -1.72219 -2.98996 -0.721 0.136 0.375 0.05
H 1.15905 -1.45008 -2.35855 0.151 0.132 -0.163 0.10
H 2.09434 -2.54016 -5.02040 -0.432 -0.210 -0.041 0.13
H 2.16531 -3.35825 -3.46431 -0.005 -0.433 0.406 0.10
H 4.81957 -1.24919 -2.43134 0.306 -0.213 -0.423 0.06
H 4.73103 -3.02419 -2.96185 -0.679 1.137 0.538 0.11
H 3.58285 -2.19027 -1.76307 -0.513 -0.586 0.364 0.05
H 0.67797 -0.15957 -4.92234 0.040 0.115 -0.623 0.06
H 1.79510 0.25832 -3.78178 -0.559 -0.080 -0.334 0.07
C -0.55468 4.90484 -2.05617 1.893 0.236 0.298 -0.05
C -1.74683 4.90921 -1.15450 -0.047 0.400 0.244 -0.47
C -2.79629 5.81928 -1.66415 -1.723 2.887 -0.825 -0.21
O -2.40242 7.18284 -1.50830 0.748 0.324 0.776 -0.22
C -3.27490 8.15435 -2.03533 -1.344 -1.461 -0.265 -0.12
N -2.38439 3.63082 -1.16416 -0.986 -0.943 0.275 0.07
H 0.25271 4.21533 -1.65565 -0.815 0.910 -0.378 0.08
H -0.16144 5.94774 -2.16568 -0.109 -0.905 0.212 0.10
H -0.79532 4.54415 -3.03093 -0.347 -0.293 -0.870 0.06
H -1.34478 5.27390 -0.20011 -0.591 -0.091 0.373 0.13
H -3.79602 5.79308 -1.15397 0.670 -0.823 -0.173 0.14
H -2.97129 5.68253 -2.75547 0.004 -0.442 0.437 0.13
H -3.34848 7.92559 -3.11963 0.014 0.855 0.204 0.09
H -2.90049 9.14411 -1.77072 0.044 -0.191 -0.335 0.08
H -4.35228 8.05258 -1.65129 1.307 0.069 -0.137 0.10
H -1.77259 2.95695 -0.75222 0.167 -0.712 0.358 0.06
H -3.32026 3.57786 -0.70855 1.227 0.114 -0.250 0.09
C 3.12701 3.39993 -1.55456 1.432 0.126 -0.269 -0.04
C 4.46384 2.69566 -1.21271 -0.202 -0.019 0.327 -0.40
C 4.86070 2.76367 0.28101 -0.245 1.094 -0.148 -0.16
O 5.32089 4.08517 0.68180 -0.266 -0.515 -0.773 -0.22
C 6.54271 4.49577 0.09326 0.921 0.734 0.419 -0.13
N 4.43480 1.27677 -1.60341 0.762 0.534 -0.183 0.05
H 2.90217 3.06307 -2.55305 -0.305 0.078 -0.565 0.06
H 3.20700 4.50022 -1.59078 -0.160 -0.433 0.361 0.09
H 2.34259 3.03906 -0.92401 -0.559 0.010 0.582 0.04
H 5.25158 3.19208 -1.76729 0.180 -0.103 -0.318 0.11
H 5.65395 2.06018 0.53576 -0.078 -0.316 -0.184 0.12
H 3.95161 2.58467 0.88025 0.574 -0.188 -0.082 0.09
H 7.42026 3.90570 0.47889 -0.768 0.206 -0.336 0.09
H 6.70838 5.55144 0.45548 -0.204 -1.031 -0.539 0.10
H 6.58934 4.48613 -1.03094 -0.301 -0.011 1.018 0.09
H 3.77751 0.80749 -1.02060 -0.666 -0.584 0.423 0.05
H 4.13340 1.15324 -2.56568 -0.005 0.092 0.121 0.07
C 0.78421 -1.41834 2.40302 1.496 0.203 1.632 -0.04
C 0.86237 -1.49227 0.93120 1.194 -0.421 -1.265 -0.40
C 0.85045 -0.13815 0.23288 0.229 -0.445 0.700 -0.22
O -0.24971 0.63059 0.61443 -2.271 0.829 -0.490 -0.18
C -1.51529 0.07515 0.19245 -0.274 -0.398 -1.435 -0.11
N 2.14286 -2.12383 0.48452 -1.030 1.541 -0.936 0.10
H -0.09143 -0.93476 2.76061 -1.137 0.094 0.344 0.06
H 1.59595 -0.75581 2.76342 -0.326 -0.223 -0.313 0.06
H 0.98611 -2.37673 2.93683 -0.561 0.407 -0.557 0.10
H -0.03345 -1.97358 0.50745 0.563 -0.707 0.075 0.13
H 0.91484 -0.36690 -0.82922 -0.238 0.436 -0.297 0.10
H 1.70436 0.45895 0.53776 0.379 0.084 0.045 0.12
H -1.77191 -0.79417 0.80449 -0.031 0.092 0.095 0.07
H -1.45442 -0.30173 -0.87257 0.256 0.317 0.853 0.10
H -2.45037 0.73474 0.15029 2.010 -0.127 0.658 0.08
H 2.95053 -1.59904 0.80668 -0.138 0.273 0.046 0.05
H 2.27899 -3.03152 0.82595 -0.099 -1.693 0.522 0.02
C 3.76949 -0.84848 4.00828 -0.151 1.003 -0.433 -0.07
C 4.16507 -2.20710 3.47092 0.738 -0.356 0.365 -0.45
C 5.45381 -2.19821 2.64876 -1.474 0.617 -0.527 -0.18
O 5.12293 -1.50914 1.44260 0.139 0.422 -0.024 -0.22
C 6.18223 -1.37878 0.50743 -0.960 0.744 -0.572 -0.09
N 4.33769 -3.19955 4.54003 0.656 -0.436 -0.416 0.05
H 2.84898 -1.02502 4.54421 -0.491 0.151 0.290 0.06
H 3.48309 -0.11891 3.15018 0.983 -1.064 1.541 0.10
H 4.47255 -0.43405 4.77484 -0.245 -0.173 -0.967 0.10
H 3.42093 -2.47350 2.75906 -1.042 -0.476 -0.462 0.08
H 5.75346 -3.18110 2.34215 0.388 -0.856 0.328 0.11
H 6.17057 -1.71583 3.28055 1.092 0.443 -0.056 0.12
H 7.05599 -1.01639 1.01629 0.679 0.177 0.038 0.08
H 5.87476 -0.67226 -0.29909 0.099 -0.119 0.877 0.07
H 6.38069 -2.28621 -0.04204 0.250 -0.807 0.180 0.08
H 4.36233 -4.14504 4.16277 0.058 0.284 0.043 0.06
H 3.69672 -3.22148 5.31229 -0.478 0.528 -0.030 0.07
C -0.11428 -5.23251 0.27855 -0.303 0.482 -0.364 -0.02
C 0.77288 -4.94550 -0.98559 1.051 0.631 1.657 -0.43
C 2.22760 -5.41879 -0.78909 -0.774 -0.299 0.767 -0.21
O 2.65584 -5.15394 0.54162 1.477 -0.027 -0.557 -0.26
C 4.07401 -5.47636 0.70604 -0.927 -0.067 0.117 -0.06
N 0.37166 -5.48974 -2.24028 0.254 0.072 -0.293 0.05
H -1.12670 -4.71745 0.22009 1.103 -1.081 -0.247 0.07
H 0.29405 -4.87533 1.23343 0.333 0.200 -0.445 0.05
H -0.15147 -6.32329 0.41848 -0.583 0.178 -0.179 0.08
H 0.89439 -3.86706 -1.11601 -0.425 0.153 0.076 0.11
H 2.86990 -4.90302 -1.50255 0.080 -0.053 -0.161 0.11
H 2.24630 -6.50327 -0.97173 0.246 -0.027 -0.070 0.13
H 4.32568 -4.97023 1.66869 0.288 -0.307 -0.924 0.07
H 4.72270 -5.13305 -0.19549 -1.093 -0.527 1.611 0.12
H 4.11795 -6.58927 0.88312 0.411 0.993 -0.450 0.10
H -0.39887 -4.98747 -2.61254 -0.813 -0.051 -0.381 0.04
H 0.18968 -6.47272 -2.21346 -0.250 -0.478 0.047 0.08
C -2.64283 -6.39726 2.98857 1.124 -0.289 0.019 -0.05
C -1.50646 -7.27928 3.45412 -0.478 -1.757 0.726 -0.42
C -0.72036 -6.70250 4.59935 -0.185 2.170 0.917 -0.22
O 0.12597 -5.65501 4.15948 0.717 0.687 -0.092 -0.23
C 1.46411 -6.00170 3.77047 -2.038 -1.209 -0.786 -0.09
N -2.07106 -8.61687 3.92348 0.122 -0.850 -1.412 0.02
H -3.20871 -6.85621 2.19975 -0.237 -0.168 -0.494 0.07
H -2.23712 -5.45082 2.67169 0.048 0.410 -0.254 0.07
H -3.26260 -6.23733 3.82538 -1.055 0.303 0.959 0.07
H -0.76586 -7.37009 2.67746 0.211 -0.373 -0.745 0.11
H -0.11511 -7.41597 5.09555 0.445 -1.221 0.509 0.10
H -1.29509 -6.15204 5.38654 -0.281 -1.000 -0.602 0.15
H 2.12561 -6.22144 4.63512 -0.278 0.248 -0.545 0.09
H 1.71519 -5.16289 3.13632 0.908 0.096 0.094 0.06
H 1.32918 -6.89582 3.08668 0.877 0.656 0.699 0.10
H -1.41678 -9.44267 3.86646 -0.279 1.633 0.268 0.08
H -2.79160 -8.94604 3.24655 0.439 0.736 0.667 0.07
C -2.95171 0.75924 -5.92728 0.235 -0.500 -0.035 -0.05
C -2.65268 1.95342 -4.99830 0.534 -1.597 0.191 -0.41
C -3.77099 2.96026 -4.98269 1.322 -0.089 0.110 -0.23
O -4.04788 3.46452 -6.26917 0.089 -0.129 0.301 -0.18
C -5.25546 4.19066 -6.25392 -0.755 -1.564 0.266 -0.11
N -2.45802 1.49189 -3.59538 -0.521 1.962 0.220 0.03
H -2.07933 0.09948 -6.21573 -0.743 0.921 0.484 0.08
H -3.42882 1.11519 -6.82788 0.261 0.309 -0.542 0.06
H -3.72875 0.10502 -5.52280 0.158 -0.023 0.507 0.07
H -1.72524 2.40667 -5.28865 0.487 0.538 -0.737 0.12
H -3.40449 3.72747 -4.28431 -0.584 0.332 -0.081 0.12
H -4.58315 2.41411 -4.53998 -1.031 0.075 0.204 0.12
H -6.03759 3.51674 -5.74378 0.673 1.277 -0.815 0.11
H -5.52136 4.42341 -7.28287 -0.137 -0.169 -0.002 0.08
H -5.13337 5.11722 -5.72553 -0.105 0.561 0.557 0.07
H -1.70949 0.84379 -3.57698 1.048 -0.727 -0.055 0.03
H -2.14061 2.32191 -3.01247 -0.673 -1.280 -0.697 0.07
C -2.59535 1.32551 2.97411 0.360 0.602 3.100 -0.05
C -2.61332 2.79381 2.50110 0.205 0.052 -0.705 -0.44
C -4.04661 3.18622 2.21262 -0.505 -0.691 -0.827 -0.20
O -4.47991 2.50688 1.01607 0.146 0.409 0.243 -0.25
C -5.81107 2.84468 0.72731 -1.396 0.548 -0.687 -0.14
N -2.09729 3.82075 3.40380 0.646 -0.329 -0.274 0.06
H -3.35126 1.33182 3.86509 1.247 -0.504 -1.402 0.11
H -1.57735 1.06267 3.42625 -1.269 0.312 -0.708 0.09
H -2.86428 0.55779 2.25884 -0.216 0.251 -0.101 0.04
H -1.98979 2.88970 1.57941 -0.587 -0.051 0.454 0.12
H -4.18065 4.26464 2.07750 0.200 -0.025 0.047 0.12
H -4.69582 2.83601 3.04187 0.189 0.320 -0.147 0.13
H -6.47193 2.48353 1.56462 0.387 0.743 -0.544 0.09
H -6.16822 2.28326 -0.18307 0.735 0.620 0.753 0.08
H -5.94211 4.00163 0.52113 0.175 -2.116 0.574 0.12
H -1.10336 3.69745 3.54716 0.154 0.152 0.007 0.04
H -2.52019 3.85566 4.31289 -0.443 -0.282 0.341 0.07
C -5.86821 -1.28844 -2.52390 -0.142 -0.573 0.431 -0.07
C -5.14349 -0.68587 -1.30681 -1.081 -0.720 -0.753 -0.41
C -4.17819 -1.70154 -0.72400 -0.743 -2.090 1.004 -0.16
O -4.78532 -3.05620 -0.54767 0.274 1.710 -1.193 -0.18
C -3.92230 -3.87452 0.16980 0.223 1.097 0.845 -0.15
N -4.45589 0.55831 -1.66230 -2.023 -0.962 0.234 0.07
H -6.42281 -0.54012 -3.04742 -0.537 0.773 -0.070 0.06
H -6.57853 -2.05586 -2.16785 0.414 0.220 -0.309 0.08
H -5.24181 -1.71908 -3.29361 0.580 -0.324 0.045 0.07
H -6.02916 -0.57801 -0.60631 1.318 0.616 -0.213 0.15
H -3.82062 -1.50059 0.28644 -0.092 0.798 0.150 0.10
H -3.28948 -1.80129 -1.32690 0.332 -0.072 -0.660 0.11
H -3.73983 -3.38802 1.15408 0.203 -0.625 -0.215 0.10
H -2.98440 -4.12310 -0.30334 0.648 0.566 -0.531 0.05
H -4.35888 -4.82419 0.27254 -1.046 -1.177 0.526 0.07
H -3.86578 0.54195 -2.48520 0.203 -0.056 -0.031 0.03
H -3.97836 0.85559 -0.85725 0.844 0.929 0.803 0.00
```
Forces are in eV/Å.